# 1
Computed, not measured: 6 unconnected molecules or ions with the total composition C6H22NO5 at a distorted geometry, with ωB97M-V with the def2-TZVPD basis set.

The calculation puts the total energy at -18299.17112 eV. The calculation puts the energy above the lowest of the compared OMol25 structures with the same formula, charge and spin at 144.66 kJ/mol. The value obtained for the HOMO energy is -12.08 eV.

```
! RIJCOSX wB97M-V def2-TZVPD def2/J DEFGRID3
* xyz 1 1
C -0.02711 -1.04361 -0.28017
C -0.41967 -0.31264 -1.56614
C 0.17514 1.07424 -1.62249
C -0.10566 2.04019 -0.76143
C 0.63967 3.28945 -0.60489
C 1.94176 3.29704 -0.34363
N 1.42241 -1.33081 -0.18042
H -0.63271 -1.93267 -0.17693
H -0.34839 -0.37272 0.50981
H -0.27062 -0.96964 -2.43049
H -1.50521 -0.19987 -1.57756
H 0.93394 1.21921 -2.39054
H -0.98396 1.88292 -0.14791
H 0.20286 4.28473 -0.63366
H 2.61729 2.45042 -0.20113
H 2.52167 4.17398 -0.08645
H 1.57805 -2.19641 -0.69022
H 1.67529 -1.54170 0.78562
H 2.06267 -0.61915 -0.53364
H -3.09162 -0.77519 2.00533
H -2.96536 0.19450 0.88374
O -2.61878 -0.66656 1.17127
H -1.07825 -3.35131 2.99222
H -1.11921 -3.22824 1.38398
O -1.19229 -2.78411 2.23186
H 3.78334 -0.98908 -2.50305
H 2.64451 -0.43662 -3.33518
O 2.81949 -0.94132 -2.53258
H -4.61045 1.82343 0.13679
H -3.42154 2.81778 0.04759
O -3.66349 1.92060 0.30845
H 2.58029 -2.36620 2.79066
H 0.99497 -2.55017 3.38454
O 1.63374 -2.25997 2.73632
*
```



# 2
Computed, not measured: a molecular structure, C10H19AlBe2Cl5F6NO9PS2 at a distorted geometry, with ωB97M-V with the def2-TZVPD basis set.

The calculation puts the total energy at -147825.64044 eV. The value obtained for the HOMO energy is -15.50 eV.

```
! RIJCOSX wB97M-V def2-TZVPD def2/J DEFGRID3
* xyz 3 1
C 0.26227 -2.86143 -0.77328
C -0.99561 -3.77250 -0.69749
C -2.23969 -3.16330 -0.00120
N -2.45570 -1.81068 -0.54773
P -2.27126 -0.51490 0.64853
C -1.39182 0.82128 -0.26987
O -3.83686 0.12159 1.05258
S -3.85533 -1.71882 -1.44016
O -5.03935 -1.70425 -0.64370
O -3.82803 -2.79484 -2.35686
F -3.64845 -0.40593 -2.23732
H 0.05117 -1.82246 -0.54778
H 1.01431 -3.19837 -0.06022
H 0.65394 -2.89955 -1.85738
H -1.25375 -4.17919 -1.71245
H -0.69732 -4.69387 -0.05163
H -3.11106 -3.81190 -0.12322
H -2.05605 -3.11954 1.07511
H -1.58855 0.69838 -1.33559
H -1.74483 1.77825 0.11770
H -0.33734 0.67464 -0.02349
H -3.97571 0.07922 2.01339
O -7.27978 -3.48453 -2.15737
H -7.61260 -3.66186 -3.04528
H -6.41434 -3.09726 -2.30223
Be -0.24422 -5.72776 -1.18041
F 0.30390 -6.81018 -3.40575
Cl 1.89704 -1.51019 -2.25037
C 5.51799 1.17152 0.96970
F 4.65767 1.83144 1.72895
F 6.31125 2.05655 0.38668
F 6.26407 0.39797 1.73912
S 4.57219 0.14893 -0.26545
O 3.82538 1.07565 -1.04761
O 3.79198 -0.77437 0.49186
O 5.64375 -0.66191 -1.14206
Be -5.07606 0.85543 -0.03266
O 7.47124 2.71864 2.90135
C 6.94068 3.79057 2.96593
O 5.66884 4.00512 2.60204
C 5.37161 5.42239 2.69988
C 6.39298 5.97812 3.67663
C 7.60673 5.08473 3.41833
H 5.46142 5.86147 1.70588
H 4.35039 5.54995 3.05124
H 6.59249 7.03880 3.53514
H 6.04415 5.83524 4.69949
H 8.23525 5.45770 2.60805
H 8.20169 4.92684 4.31325
F 6.84120 0.15570 -1.21525
C -10.46466 -1.66946 -3.31597
Cl -9.10939 -0.59472 -2.88097
Cl -11.75703 -0.71441 -4.02695
Cl -9.90911 -2.87440 -4.48677
Cl -11.05342 -2.48151 -1.86808
Al -6.69831 2.99797 0.90172
*
```



# 3
Computed, not measured: C2H3N3OS in the gas phase at a distorted geometry, with ωB97M-V with the def2-TZVPD basis set.

The calculation puts the total energy at -19472.02707 eV. The calculation puts the energy above the lowest of the compared OMol25 structures with the same formula, charge and spin at 295.19 kJ/mol. The value obtained for the HOMO energy is -8.16 eV. As for the structure (SMILES): N/N=C/N1SC1=O.

```
! RIJCOSX wB97M-V def2-TZVPD def2/J DEFGRID3
* xyz 0 1
C -1.27813 -0.62543 -0.41180
C -3.19813 -0.59554 -2.03887
N -2.34934 -1.04079 -1.19259
N -0.82459 0.56462 -0.52670
N 0.30689 0.80720 0.09743
O -3.63357 0.33922 -2.57374
S -3.34891 -2.42656 -1.88881
H -0.99616 -1.21643 0.42392
H 0.55125 1.79157 0.30707
H 0.59657 -0.00532 0.69321
*
```



The lowest HOMO belongs to which entry? C10H19AlBe2Cl5F6NO9PS2



Which of these has the highest HOMO? C2H3N3OS



Among the records above, which one has the lowest HOMO? C10H19AlBe2Cl5F6NO9PS2



Which of these has the highest HOMO? C2H3N3OS